Density functional theory data (ωB97M-V/def2-TZVPD) for 8 unconnected molecules or ions with the total composition C24H48O24 at a distorted geometry.

```
96
Properties=species:S:1:pos:R:3:forces:R:3:mulliken_charge:R:1
O -2.9469 0.4419 1.6866 -0.078 -0.145 -0.303 -0.37
O -1.5542 -2.6192 0.6340 -0.790 -0.418 -0.324 -0.23
O 5.1667 2.0615 0.1276 0.268 0.739 0.161 -0.37
O -0.9144 0.6944 2.6187 0.333 -0.378 0.389 -0.66
O 3.6115 -3.0442 3.5392 -0.045 -0.425 0.040 -0.37
O -2.9095 -4.6763 4.9763 -0.112 -1.046 0.321 -0.36
O 1.7474 0.7355 -4.4253 0.393 0.333 -0.033 -0.31
O -1.7478 2.1246 1.1055 -0.432 -0.182 -1.095 -0.34
O -2.1913 0.4338 -3.3115 0.009 0.013 0.524 -0.38
O -1.7907 4.8095 -1.9555 0.607 0.248 0.087 -0.37
O -0.7211 -0.9195 -0.2483 -0.353 1.323 -1.069 0.04
O 3.0138 2.2485 -0.3085 -0.446 0.010 0.052 -0.06
O 4.0197 -1.0740 4.5830 0.008 0.582 -0.114 -0.56
O 4.3845 -3.0819 5.5236 0.129 -0.302 0.199 -0.33
O 3.8120 0.2969 0.3687 -0.348 -0.164 0.671 -0.51
O -4.2227 -6.1722 4.3036 -0.622 -0.392 -0.614 -0.32
O 1.1458 1.8186 -6.3248 0.313 0.447 0.089 -0.60
O -3.5743 -1.3268 -3.6908 -0.392 -0.575 0.096 -0.38
O -4.4850 -4.0380 3.4963 -0.117 -0.728 0.057 -0.56
O -1.4176 6.4279 -0.6220 -0.972 0.607 0.208 -0.37
O 1.6076 -0.3820 -6.2402 0.308 -0.193 0.211 -0.35
O 0.5270 -2.8082 -0.2802 -0.325 0.083 0.056 -0.61
O 0.3621 5.3256 -1.4537 0.299 0.092 -0.123 -0.64
O -3.0774 -0.0274 -5.3228 -0.624 0.523 0.366 -0.40
C 1.6018 1.9259 -3.6860 -1.468 1.200 1.290 0.05
C 0.3922 -0.0568 -0.5276 0.875 -0.408 0.991 -0.36
C -1.5075 -3.8407 1.3322 1.066 -0.846 0.719 -0.82
C 1.5712 -0.5119 -7.6510 -0.290 0.176 -0.626 -0.70
C 3.2587 3.6148 -0.7125 -0.090 -0.385 0.207 -0.48
C 1.5089 0.8447 -5.7227 -0.882 -0.674 -0.419 0.77
C 6.3243 1.2439 0.2723 0.063 -0.423 0.411 -0.68
C 3.9807 1.4641 0.1631 0.356 -0.545 -1.801 0.71
C -5.5243 -6.5422 3.8921 -1.914 0.281 -0.072 -0.72
C -3.3297 -0.6862 2.5119 -0.375 0.917 -0.616 -0.16
C -1.3383 3.6842 -2.6904 -1.072 -1.143 -0.636 -0.10
C -0.6649 3.0088 1.2236 0.460 1.420 1.260 -0.53
C 4.0129 -2.2689 4.5375 -0.258 -0.388 -0.115 0.77
C -3.9451 -4.8854 4.1657 0.611 1.147 0.452 0.89
C -0.4724 -2.1853 -0.0280 0.436 -0.327 0.775 0.41
C -3.2861 -1.9061 -2.4249 0.644 0.101 0.994 -0.43
C -1.7842 1.0347 1.8663 0.232 -0.148 0.462 0.98
C -2.8997 -0.2409 -4.0088 0.509 0.104 -0.924 0.72
C -2.3311 -3.4240 5.1077 1.645 1.196 -0.002 -0.28
C -0.6396 7.3803 0.0710 1.071 0.257 0.108 -0.66
C 4.8676 -2.4648 6.6945 0.906 0.507 0.788 -0.66
C -0.8204 5.5250 -1.3677 -0.393 -0.727 0.087 0.83
C -2.3971 1.1310 -5.8056 0.516 -0.038 -0.761 -0.27
C 2.8973 -2.4405 2.4654 0.107 1.347 -0.075 -0.54
H -4.1221 -2.4978 -2.0662 -0.279 0.191 -0.338 0.30
H 2.5704 -0.3839 -8.0648 0.048 -0.124 0.035 0.29
H -2.2324 3.2363 -3.1327 -0.055 0.351 -0.001 0.09
H -0.0770 2.8214 2.1248 -0.031 -0.308 -0.148 0.37
H -1.2771 8.0089 0.6845 -0.349 -0.284 -0.096 0.24
H 6.1250 0.3968 0.9270 -0.053 0.127 0.092 0.29
H 7.0863 1.8851 0.7049 0.081 -0.053 -0.112 0.23
H 5.0021 -3.2453 7.4380 -0.324 -0.098 -0.031 0.24
H -4.2935 -0.8828 2.0513 -0.147 -0.469 0.503 0.24
H 5.8561 -2.0112 6.5735 -0.012 -0.104 -0.466 0.30
H -0.8526 -4.5937 0.8917 -0.087 0.190 -0.476 0.45
H 0.0721 0.9716 -0.6582 -0.542 -0.226 -0.186 -0.43
H -2.4666 2.0229 -5.1882 -0.042 -0.321 0.432 0.11
H -2.6919 -1.5568 2.4186 0.295 0.240 -0.100 -0.25
H -1.1153 3.9949 1.3714 0.014 0.008 -0.137 0.26
H 3.7228 3.7191 -1.6947 0.256 -0.506 0.063 0.28
H 3.9011 4.0532 0.0449 -0.306 0.553 -0.086 0.37
H 3.5800 -2.0322 1.7181 0.046 -0.487 -0.155 0.30
H 1.0250 -0.3825 -1.3491 -0.248 -0.186 -0.142 0.60
H -2.5680 -2.7559 4.2817 -0.264 0.024 0.212 -0.03
H -2.4877 -2.9680 6.0899 -0.771 -0.093 -0.200 0.32
H -0.9890 2.8585 -2.0672 0.488 0.448 0.255 -0.11
H 0.9697 -0.1009 0.3976 0.427 0.287 -0.239 0.31
H -1.2427 -3.5666 5.1157 -0.143 -0.144 -0.320 0.22
H 1.1745 -1.4979 -7.8762 0.226 -0.120 0.145 0.25
H -3.0305 -1.1360 -1.6970 -0.200 0.040 -0.009 0.12
H -2.4183 -2.5679 -2.4690 0.015 0.020 -0.379 0.30
H -2.8090 1.4103 -6.7736 -0.192 -0.409 -0.015 0.28
H 1.9995 1.7647 -2.6866 0.591 -0.055 -0.271 -0.07
H 0.0965 6.8850 0.7062 -0.031 -0.010 -0.012 0.29
H 0.0249 3.1129 0.3849 -0.336 -0.706 -0.350 0.04
H 0.5538 2.1848 -3.4716 -0.064 -0.806 -0.376 -0.17
H -1.3613 0.8287 -5.9501 0.156 0.437 0.049 0.08
H -0.6723 3.9195 -3.5172 0.268 0.277 0.315 0.49
H 1.9054 2.8672 -4.1455 0.909 -0.487 -0.329 0.51
H -2.4928 -4.2737 1.4756 -0.225 0.402 -0.269 0.23
H 6.6350 0.8394 -0.6906 -0.039 0.220 -0.092 0.28
H 0.9134 0.2099 -8.1361 0.003 0.165 0.303 0.33
H 4.2506 -1.6544 7.0800 -0.437 -0.242 -0.182 0.30
H -3.4306 -0.3357 3.5365 0.009 -0.214 0.082 0.41
H -5.7580 -6.5844 2.8254 0.984 -0.168 -0.168 0.30
H 2.2546 4.0161 -0.8208 0.155 0.414 0.417 0.06
H 2.3821 -1.5417 2.8183 -0.271 -0.295 0.132 0.32
H -5.8013 -7.4842 4.3560 0.449 -0.102 0.001 0.27
H -6.2694 -5.8079 4.2217 0.311 0.048 0.352 0.31
H -1.0634 -3.6560 2.3147 -0.166 0.077 0.118 0.19
H -0.1035 8.0308 -0.6227 -0.008 -0.114 -0.081 0.31
H 2.2052 -3.1736 2.0678 0.125 -0.039 -0.086 0.25
```
Positions in Å, forces in eV/Å.

Output
net charge	0
lowest unoccupied orbital energy	0.64	eV
maximum force	0.04459	Eh/bohr
SMILES	COC(=O)OC.COC(=O)OC.COC(=O)OC.COC(=O)OC.COC(=O)OC.COC(=O)OC.COC(=O)OC.COC(=O)OC
HOMO-LUMO gap	11.17	eV
energy above the lowest of the compared OMol25 structures with the same formula, charge and spin	36.0	kcal/mol

---

Density functional theory data (ωB97M-V/def2-TZVPD) for a molecular structure, C24H48O48S12 at a distorted geometry.

```
132
Properties=species:S:1:pos:R:3:forces:R:3:mulliken_charge:R:1
S 1.4386 6.8652 -5.7201 -0.143 -1.504 -0.702 1.10
S 9.4023 0.9745 -5.3015 -2.530 1.742 -1.906 1.08
S 0.3812 -3.0324 1.0453 -0.873 0.835 0.570 1.09
S -4.2155 -5.6105 -5.6661 1.067 1.190 -1.172 1.08
S -2.1822 -14.0737 0.3245 -0.403 0.510 1.144 1.10
S 0.2413 -9.0233 9.1108 -1.655 2.532 -3.744 1.10
S -4.0994 6.9688 -0.1877 2.096 -0.934 0.799 1.09
S -8.1459 -4.5051 4.1781 0.735 -2.008 0.439 1.11
S 3.3417 0.6332 -11.4963 4.170 0.961 2.373 1.08
S 8.5853 4.2895 2.3114 0.027 1.006 -0.213 1.09
S 0.3206 10.0719 5.0379 -0.162 0.281 0.081 1.07
S -5.9721 1.0821 8.9548 -2.038 0.566 1.608 1.11
O -4.4589 6.1380 -1.3020 0.124 0.998 0.728 -0.53
O -5.6299 1.2820 7.4119 -0.568 -0.897 0.688 -0.31
O -4.5829 -4.3330 -5.0066 0.854 -4.031 -1.265 -0.51
O 0.8397 8.5386 4.5792 -2.976 0.296 3.140 -0.34
O 2.2402 0.8653 -10.3074 -0.001 0.218 -1.331 -0.30
O -3.5081 8.4318 -0.6789 0.126 -2.722 0.951 -0.31
O 10.1912 1.5149 -6.6853 0.497 -1.849 0.083 -0.34
O 0.9798 -9.8616 9.9441 0.831 -1.039 1.562 -0.49
O -1.1320 10.1413 5.2506 3.582 -0.629 -0.777 -0.50
O 2.3204 7.4171 -6.9905 0.105 -0.478 0.359 -0.32
O 3.7266 -0.8346 -10.9307 1.293 0.795 -1.013 -0.33
O -0.8865 -3.5660 1.6036 3.375 1.565 -2.212 -0.51
O 0.8693 -8.5765 7.8421 -2.224 -0.785 3.502 -0.53
O 0.3803 -1.3943 1.2333 -0.658 -0.825 1.176 -0.34
O -1.2344 -9.7008 8.8003 1.318 0.265 -0.983 -0.32
O -0.4671 -7.7711 9.9545 1.578 -1.625 -0.587 -0.33
O 2.8455 0.4344 -12.7831 -1.853 0.097 -1.623 -0.50
O 0.0524 7.4972 -6.3035 0.484 -1.634 1.446 -0.30
O 1.8220 7.5603 -4.5286 -0.106 -0.417 -0.973 -0.52
O -3.2033 -6.6009 -4.7187 -1.127 3.107 -0.243 -0.32
O -5.4777 -0.2087 9.4103 -0.140 2.338 -0.633 -0.52
O -5.0445 2.4104 9.3251 -3.120 -1.347 3.025 -0.34
O -7.3592 1.4431 9.3494 3.781 -0.810 -1.612 -0.53
O 8.9501 4.9751 3.8030 -0.581 -1.343 -0.332 -0.35
O -3.1471 6.4663 0.7908 -1.708 0.738 -1.453 -0.54
O -5.4302 -6.7243 -5.6214 0.858 2.264 0.321 -0.31
O 8.7398 2.8273 2.2142 0.827 3.887 0.852 -0.49
O -7.5674 -3.3081 3.2905 -0.021 -0.709 0.278 -0.27
O -5.4207 7.5042 0.5511 1.105 -1.026 -1.378 -0.28
O 7.3412 4.8079 1.7782 1.366 -0.292 1.022 -0.52
O -3.1691 -15.0849 0.6626 2.053 1.276 -0.569 -0.52
O -1.6358 -13.9346 -0.9962 -0.868 -0.132 1.096 -0.51
O 0.3969 -2.7691 -0.5892 -0.995 -3.214 1.021 -0.30
O -7.1108 -5.2493 4.8867 -1.747 1.568 -1.445 -0.53
O 1.2305 10.6774 6.0164 -1.622 -1.451 -1.894 -0.52
O 10.2642 0.8805 -4.1444 -0.908 -0.016 -1.809 -0.49
O 8.3937 -0.0559 -5.6430 3.210 2.524 0.876 -0.50
O -0.9027 -14.0481 1.3877 -1.374 0.949 -1.114 -0.33
O -8.5753 -5.4655 2.8708 -0.821 1.244 0.636 -0.34
O 8.5905 2.4448 -5.3583 0.383 -2.453 1.845 -0.34
O 4.5243 1.5449 -11.4049 -3.769 -2.508 0.728 -0.54
O 0.7128 10.5867 3.5232 -1.851 0.614 3.381 -0.30
O -2.8263 -12.6201 0.8425 0.078 -2.293 -1.569 -0.33
O 9.8109 5.2437 1.6804 -0.979 -3.070 -1.072 -0.35
O 1.3882 5.3945 -5.7108 -0.094 3.385 -0.273 -0.52
O -3.6304 -5.5103 -7.0388 -1.646 -0.696 3.714 -0.53
O -9.2972 -4.0350 4.8928 0.803 -0.318 -0.754 -0.52
O 1.6392 -3.6211 1.4723 -1.839 0.930 -0.839 -0.51
C 1.4767 7.8240 -8.0995 -0.019 0.233 0.756 -0.25
C -8.9710 -4.5536 1.8073 2.148 0.308 -0.423 -0.28
C -4.9001 -8.0372 -5.4963 -0.711 -0.537 -0.462 -0.26
C -0.7622 -12.6956 1.9567 -0.275 -0.472 1.086 -0.26
C 9.4944 3.5008 -5.6546 -1.143 -0.123 -1.104 -0.31
C -2.0922 -9.5724 9.9182 -0.344 0.745 -0.361 -0.27
C 1.0189 -1.5928 -0.9884 -0.892 0.528 -1.726 -0.24
C -1.7104 -8.2101 10.5429 0.456 0.014 0.191 -0.27
C 1.8811 9.9461 3.1708 2.950 -0.054 -1.432 -0.28
C 2.6640 -1.4689 -10.3157 -0.599 -1.602 0.920 -0.34
C 1.1873 -0.7803 0.2456 1.660 -0.153 0.445 -0.29
C -4.5029 9.4132 -0.6043 0.429 0.080 0.009 -0.20
C -7.7872 -3.5571 1.8818 -1.018 1.460 -0.136 -0.34
C 9.8630 6.5008 2.2748 0.363 0.933 -0.702 -0.22
C -3.4391 -7.9382 -5.0335 -0.156 -0.198 -1.188 -0.23
C 2.0291 8.5204 3.8801 -1.304 0.647 -2.080 -0.19
C -5.6108 8.8907 0.2848 -1.247 -0.091 1.096 -0.29
C 10.3471 2.9279 -6.8511 0.139 0.742 1.933 -0.15
C 1.8201 -0.3737 -9.6878 0.365 -0.251 1.211 -0.21
C -4.0756 2.7762 8.4512 0.688 -0.395 -1.363 -0.10
C -2.2197 -12.1589 2.0087 1.002 0.692 0.631 -0.21
C -4.3223 1.8559 7.2669 0.233 -0.165 -2.263 -0.32
C 9.4693 6.3443 3.7199 -0.952 -0.932 0.472 -0.18
C 0.2953 8.3864 -7.3618 -1.122 0.264 -0.566 -0.33
H -2.6673 -12.4606 2.9556 -0.471 -0.543 -0.266 0.24
H -6.8382 -3.7945 1.4010 -0.204 -0.749 0.174 0.29
H 3.0848 -2.2443 -9.6756 0.280 0.709 0.927 0.32
H 10.0159 3.8567 -4.7661 0.249 -0.164 -0.189 0.26
H 1.9481 8.5982 -8.7048 0.424 -0.246 0.247 0.30
H 2.8051 10.4677 3.4200 -0.266 0.729 0.170 0.22
H 1.9088 7.7447 3.1238 0.053 -0.080 -0.018 0.22
H -4.0175 10.2319 -0.0732 -0.307 0.584 -0.813 0.24
H -5.6212 9.2062 1.3281 0.010 1.277 -0.413 0.28
H 2.0039 -0.2333 -8.6226 0.321 0.025 -0.049 0.27
H -3.1293 -9.4143 9.6224 0.082 -0.542 -0.604 0.26
H 10.2934 6.5021 4.4155 -0.021 -0.629 0.009 0.25
H 1.6947 10.0907 2.1066 1.153 -1.474 -0.477 0.34
H 0.4173 9.3785 -6.9273 0.296 0.135 -0.366 0.28
H -0.0300 -12.0107 1.5291 -0.200 -0.451 -1.079 0.26
H -4.7752 9.4986 -1.6563 -0.572 1.140 0.305 0.29
H 2.2225 -0.9108 0.5609 0.110 0.755 0.244 0.29
H -2.0271 -10.5132 10.4649 0.189 0.510 0.726 0.30
H 10.0794 3.3568 -7.8167 -0.904 -0.928 -0.139 0.28
H 1.8791 -1.7915 -1.6277 0.429 -0.094 0.635 0.28
H 11.3978 3.2129 -6.7973 0.149 -0.350 0.583 0.26
H 2.0429 -2.1631 -10.8819 -0.039 0.720 -1.413 0.26
H -4.5178 2.3981 6.3418 0.694 0.309 0.062 0.26
H 8.7094 4.1864 -5.9735 0.846 0.864 -0.175 0.25
H -4.2520 3.7585 8.0130 0.223 0.471 0.945 0.21
H -2.4126 -11.0907 1.9104 0.907 0.198 0.393 0.29
H -3.5405 1.1303 7.0422 -0.261 -0.383 0.425 0.25
H -3.1583 2.6412 9.0242 0.511 0.313 -0.886 0.30
H 2.8427 8.1965 4.5291 0.428 1.110 -0.109 0.28
H -9.9532 -4.0836 1.8579 0.055 -0.052 0.911 0.29
H 8.6437 6.9799 4.0401 0.101 0.154 -0.282 0.24
H -2.3409 -7.3735 10.2418 -0.578 -0.497 0.288 0.31
H 0.3318 -1.0612 -1.6466 -0.363 -0.252 -0.119 0.23
H -1.6657 -8.3285 11.6255 0.340 0.420 0.002 0.25
H -3.2113 -8.5360 -4.1511 0.080 -0.027 -0.305 0.29
H -0.3284 -12.9408 2.9261 -0.447 0.288 0.253 0.27
H -6.5804 9.0390 -0.1906 -0.043 -0.048 0.185 0.25
H 0.8925 0.2446 0.0201 0.041 -0.069 0.797 0.30
H -5.5507 -8.5878 -4.8167 0.069 0.147 0.038 0.26
H 1.1937 6.9742 -8.7207 0.156 -0.111 0.129 0.29
H 9.2061 7.2076 1.7679 -0.067 -0.060 -0.138 0.23
H -0.6060 8.3270 -7.9721 0.025 0.366 -0.057 0.28
H 0.7712 -0.6660 -9.7384 -0.169 0.849 -0.728 0.28
H -8.0827 -2.5881 1.4797 -0.059 0.033 -0.044 0.26
H -8.9395 -4.9950 0.8112 0.139 -0.783 0.364 0.33
H -2.8399 -8.1285 -5.9239 0.414 -0.725 0.371 0.28
H -4.9993 -8.4393 -6.5046 0.304 -0.499 0.197 0.25
H 10.8999 6.7854 2.0960 -0.085 0.353 0.390 0.29
```
Positions in Å, forces in eV/Å.

Output
net charge	0
lowest unoccupied orbital energy	0.18	eV
maximum force	0.09517	Eh/bohr
HOMO-LUMO gap	11.16	eV
energy above the lowest of the compared OMol25 structures with the same formula, charge and spin	249.4	kcal/mol